C29H35N5OPdS2Si as an isolated structure in a non-equilibrium geometry. Source: the Open Molecules 2025 dataset; level of theory: the ωB97M-V functional and the def2-TZVPD basis.

Last column: Mulliken charge in e.
CARTESIAN COORDINATES (ANGSTROEM)
Pd -0.164 0.250 -1.125  -0.551
C 2.064 -1.053 -3.089  -1.074
Si 2.521 0.460 -2.043  0.382
C 4.386 0.661 -2.019  -1.388
C 1.803 1.884 -3.047  -1.066
N 1.765 0.320 -0.505  1.283
C 2.113 0.131 0.813  0.078
C 3.429 -0.150 1.206  -0.552
C 3.776 -0.362 2.533  -0.959
C 2.815 -0.288 3.524  -0.812
C 1.501 0.000 3.173  -0.884
C 1.157 0.202 1.850  0.591
O -0.138 0.456 1.442  0.899
C -1.128 0.632 2.381  -1.198
C -2.021 -0.400 2.611  0.310
C -3.077 -0.203 3.491  -0.840
C -3.226 1.015 4.141  -0.540
C -2.319 2.040 3.904  -0.777
C -1.264 1.853 3.023  0.161
H 2.281 -0.855 -4.142  0.533
H 0.993 -1.251 -3.006  0.154
H 2.602 -1.959 -2.801  0.276
H 4.743 0.908 -3.022  0.375
H 4.892 -0.253 -1.698  0.385
H 4.689 1.468 -1.346  0.369
H 2.189 1.824 -4.069  0.474
H 2.055 2.869 -2.647  0.313
H 0.715 1.820 -3.104  0.206
H 4.178 -0.208 0.427  0.294
H 4.803 -0.589 2.788  0.402
H 3.072 -0.455 4.562  0.387
H 0.733 0.065 3.933  0.517
H -1.881 -1.338 2.088  0.438
H -3.778 -1.007 3.677  0.405
H -4.044 1.162 4.835  0.399
H -2.432 2.990 4.410  0.403
H -0.554 2.644 2.814  0.517
S -2.442 0.935 -1.729  -0.454
C -1.796 2.430 -1.218  0.473
N -0.536 2.532 -0.931  0.338
C -0.157 3.834 -0.661  -0.998
C 1.136 4.277 -0.393  -0.041
C 1.349 5.627 -0.187  -0.846
C 0.294 6.541 -0.242  -0.513
C -0.996 6.112 -0.505  -0.524
C -1.210 4.755 -0.715  0.838
S -2.691 3.932 -1.126  -0.281
H 1.948 3.561 -0.365  0.435
H 2.351 5.983 0.015  0.413
H 0.484 7.595 -0.091  0.375
H -1.819 6.811 -0.565  0.397
C -3.846 -3.819 -1.212  -0.675
C -3.906 -2.476 -0.517  -0.624
N -2.575 -1.903 -0.445  0.499
C -1.405 -2.575 -0.584  -0.159
N -0.280 -1.904 -0.565  1.076
C 0.950 -2.676 -0.454  -0.756
C 0.886 -3.922 -1.317  -0.791
C -0.278 -4.756 -0.825  -0.750
N -1.475 -3.933 -0.699  0.203
C -2.746 -4.626 -0.549  -0.686
H -3.600 -3.680 -2.268  0.306
H -4.804 -4.333 -1.146  0.391
H -4.305 -2.612 0.494  0.269
H -4.563 -1.782 -1.041  0.310
H -2.485 -0.897 -0.496  -0.430
H 1.097 -2.974 0.592  0.173
H 1.787 -2.043 -0.724  0.053
H 1.811 -4.496 -1.253  0.367
H 0.727 -3.635 -2.359  0.307
H -0.027 -5.208 0.142  0.302
H -0.499 -5.567 -1.521  0.470
H -2.983 -4.782 0.511  0.249
H -2.649 -5.607 -1.012  0.375

**E_HOMO (spin up / spin down)**: -6.88 / -6.88 eV
**E_tot**: -73169.78596 eV
**Frontier orbital gap (spin up / spin down)**: 6.7 / 6.7 eV
**Relative energy (zero: lowest compared OMol25 entry of this formula, charge and spin)**: 0.9478 eV